Record 1
The following is a quantum chemistry calculation of C41H36F5MgN2O6STe as an isolated structure at a distorted geometry, from OMol25.

Its HOMO energy is -5.2 eV. Its LUMO energy is 0.072 Ha. Its charge is -1.

```
93
Properties=species:S:1:pos:R:3:mulliken_charge:R:1
Mg 0.62210 0.23457 -0.48766 1.646
C 2.18349 -5.49347 3.06719 -1.711
C 1.71255 -4.13025 2.62666 0.368
C 1.85154 -3.00950 3.42758 -0.581
C 1.40254 -1.74841 3.05103 0.465
C 1.58240 -0.70364 4.09527 -0.105
O 2.47956 -0.81063 4.91818 -0.694
C 0.59016 0.40159 4.28169 0.409
C 1.01466 1.54782 4.95153 -0.391
C 0.12341 2.56539 5.24522 -0.609
C -1.20953 2.44315 4.87837 -0.333
C -1.64386 1.29434 4.23147 -0.683
C -0.75120 0.27679 3.93377 0.005
C 0.87467 -1.52402 1.73472 1.136
O 0.60619 -0.35078 1.29294 -0.989
C 0.66281 -2.70846 0.94052 -0.199
C 1.08164 -3.95521 1.40859 -0.835
C -0.03966 -2.66461 -0.34846 0.973
N -0.08906 -1.62231 -1.09628 0.183
C -0.92273 -1.59949 -2.29615 -0.693
C -0.15134 -0.99568 -3.45948 -1.199
Te -1.13373 -1.36696 -5.33277 0.185
C -3.05766 -0.94766 -4.52864 -0.377
C -3.36863 0.34622 -4.12713 -0.016
C -4.59043 0.61786 -3.53033 -0.504
C -5.51346 -0.40148 -3.34388 -0.442
C -5.20902 -1.69292 -3.74851 -0.587
C -3.98151 -1.96725 -4.33585 -0.148
C -0.74974 -3.93480 -0.72325 -0.993
C -1.83692 -4.36280 0.03054 -0.002
C -2.49595 -5.53868 -0.29335 -0.899
C -2.07439 -6.29938 -1.37468 -0.443
C -0.98726 -5.88008 -2.12801 -0.895
C -0.32918 -4.70355 -1.80510 0.217
H 2.70937 -5.42892 4.01937 0.343
H 2.86241 -5.92940 2.33152 0.370
H 1.33934 -6.17671 3.18867 0.307
H 2.31336 -3.09355 4.40421 0.406
H 2.05972 1.62275 5.22290 0.431
H 0.47134 3.45730 5.75195 0.382
H -1.90638 3.24609 5.08400 0.382
H -2.68231 1.20609 3.93900 0.369
H -1.09337 -0.61467 3.42465 0.344
H 0.93312 -4.82390 0.77779 0.563
H -1.77973 -0.96354 -2.06783 0.256
H -1.30215 -2.58328 -2.56935 0.756
H 0.81931 -1.47332 -3.55807 0.471
H -0.00147 0.07482 -3.32477 0.282
H -2.64624 1.14094 -4.26984 0.404
H -4.81999 1.62505 -3.20608 0.350
H -6.46778 -0.19036 -2.87817 0.380
H -5.92213 -2.49341 -3.59502 0.365
H -3.73664 -2.97886 -4.63496 0.421
H -2.15832 -3.77240 0.88008 0.510
H -3.34046 -5.86572 0.30019 0.409
H -2.58518 -7.22062 -1.62520 0.389
H -0.65383 -6.46737 -2.97444 0.428
H 0.52945 -4.37897 -2.38197 0.480
C 5.02593 3.59482 0.54595 -1.497
C 3.57032 3.94770 0.66163 0.848
C 3.14246 5.26486 0.50551 -0.868
C 1.79974 5.58688 0.60082 -0.894
C 0.88670 4.57655 0.86247 -0.242
C 1.28833 3.26698 1.04833 -0.097
C 2.63394 2.96158 0.94889 -0.967
S -0.82681 5.00551 0.92637 1.343
O -0.96257 6.24494 1.65048 -0.746
O -1.60056 3.87269 1.33737 -0.537
N -1.23733 5.41409 -0.63322 -0.439
C -1.02879 4.49650 -1.76712 -0.845
C -1.75530 3.15323 -1.61920 -0.527
C -0.86810 1.97318 -1.19863 0.820
O -1.42518 0.92586 -0.79949 -0.750
O 0.38619 2.06391 -1.30646 -0.524
H 5.57489 4.37078 0.01278 0.374
H 5.14263 2.65091 0.01404 0.263
H 5.46571 3.48316 1.54030 0.317
H 3.86847 6.03936 0.28701 0.361
H 1.45517 6.60781 0.49011 0.433
H 0.55001 2.50645 1.26954 1.338
H 2.95659 1.93756 1.08333 0.366
H -0.84027 6.33200 -0.79401 0.318
H 0.03516 4.30684 -1.93173 0.360
H -1.41863 5.02002 -2.64134 0.517
H -2.20497 2.87473 -2.57474 0.038
H -2.55497 3.23082 -0.88738 0.402
F 3.33114 1.53257 -0.86370 -0.271
C 2.75480 0.25526 -0.83335 -0.504
F 3.42750 -0.38799 0.22818 -0.338
C 3.32690 -0.41042 -2.06780 0.686
F 2.83498 0.15759 -3.19406 -0.253
F 2.99458 -1.72617 -2.10264 -0.233
F 4.67742 -0.36433 -2.19257 -0.305
```



Record 2
The following is a quantum chemistry calculation of C41H37BaN7O4 as an isolated structure at a distorted geometry, from OMol25.

Its HOMO energy (alpha / beta) is -0.9 / -0.7 eV. Its LUMO energy (alpha / beta) is 0.151 / 0.151 Ha. Its charge is -2.

```
90
Properties=species:S:1:pos:R:3:mulliken_charge:R:1
Ba 0.91937 0.72685 -0.78793 2.021
O 2.72246 -0.26521 -1.89427 -0.566
C 3.15112 -1.32283 -2.47930 -0.522
C 4.12943 -1.35312 -3.45465 -0.746
C 4.30867 -2.49646 -4.23380 -0.604
C 3.38492 -3.58072 -4.10318 -0.559
C 2.44577 -3.61608 -3.13233 -1.237
C 2.50364 -2.62551 -2.00756 3.194
C 1.11723 -2.45547 -1.33422 -1.476
N 0.04369 -2.60074 -1.98205 -0.694
N -1.20645 -2.67599 -1.28374 -0.597
C -1.58523 -1.67377 -0.55205 0.085
O -0.99455 -0.57310 -0.30144 0.023
C -2.93614 -1.85143 0.09406 -0.091
C -3.26767 -1.07726 1.19185 0.272
C -4.49239 -1.22924 1.82567 -0.677
C -5.40622 -2.15529 1.34860 -0.463
C -5.08935 -2.91963 0.23272 -0.594
C -3.86192 -2.76899 -0.39020 -0.712
H 4.66101 -0.43338 -3.65607 0.404
H 5.05353 -2.51775 -5.01659 0.354
H 3.40499 -4.36827 -4.84994 0.357
H 1.67856 -4.37596 -3.08468 0.344
H 1.12053 -2.24908 -0.25624 0.846
H -2.55234 -0.34965 1.52968 0.222
H -4.72596 -0.61619 2.68799 0.417
H -6.36877 -2.27318 1.83352 0.380
H -5.80429 -3.63299 -0.16118 0.375
H -3.59757 -3.35631 -1.25797 0.414
C -4.12589 0.82531 -3.19087 -0.564
C -4.08736 2.01522 -2.46785 -0.626
C -2.88896 2.61911 -2.15317 0.117
C -1.66017 2.05395 -2.54404 0.131
C -1.71110 0.86970 -3.31639 -0.542
C -2.92423 0.27189 -3.60523 -0.450
N -0.43781 2.52555 -2.12576 -0.127
C -0.10668 3.84191 -1.96756 -0.132
C -0.63058 4.88354 -2.74405 -0.368
C -0.15297 6.18413 -2.67866 -0.578
C 0.88171 6.52254 -1.82484 -0.629
C 1.40969 5.53148 -0.99949 -0.432
C 0.92681 4.23748 -1.01254 -0.757
N 1.42431 3.23828 -0.13023 1.433
N 2.33606 3.61235 0.76105 -1.108
C 2.87494 2.56026 1.48374 -0.355
C 3.84296 2.90636 2.46587 -0.810
C 4.45667 1.92635 3.18184 -0.238
C 4.14134 0.57060 2.95739 -0.953
C 3.18427 0.30496 2.01263 -0.420
N 2.55578 1.26291 1.31373 0.443
H -5.07035 0.34523 -3.41061 0.368
H -5.00943 2.46864 -2.12122 0.301
H -2.87229 3.52448 -1.55816 0.443
H -0.78381 0.43441 -3.66575 0.506
H -2.91785 -0.65192 -4.17133 0.346
H -1.41592 4.64043 -3.45256 0.367
H -0.58697 6.93965 -3.32656 0.338
H 1.27464 7.53127 -1.78219 0.350
H 2.20080 5.75234 -0.29426 0.382
H 4.07198 3.95197 2.61279 0.490
H 5.19755 2.20280 3.92471 0.329
H 4.62173 -0.23770 3.48904 0.446
H 2.86885 -0.71067 1.80429 0.474
O -0.39418 3.27044 2.47721 -0.636
C -1.31616 2.20146 2.46424 -0.183
C -1.12048 1.24693 3.64072 -0.830
C 0.02609 0.22466 3.45061 0.855
C -0.41748 -1.19569 3.24033 0.132
C -1.35298 -1.75309 4.12081 -0.879
C -1.78389 -3.04858 3.93352 -0.498
C -1.26452 -3.76491 2.86201 -0.919
C -0.31995 -3.14126 2.06868 -0.077
N 0.11753 -1.89726 2.25099 0.235
H 0.35507 3.10465 1.88790 0.224
H -1.28330 1.67776 1.50298 -0.050
H -2.31261 2.65573 2.54256 0.433
H -2.06710 0.73709 3.82920 0.485
H -0.93275 1.87639 4.51645 0.330
H 0.70990 0.23296 4.30435 0.577
H 0.59326 0.59890 2.60724 -0.775
H -1.73831 -1.15236 4.93259 0.440
H -2.52337 -3.48765 4.59297 0.388
H -1.58284 -4.76890 2.62232 0.437
H 0.09424 -3.67146 1.21933 0.318
C 2.82080 -4.33589 -0.03025 -1.139
C 3.42389 -3.24028 -0.89568 0.515
O 4.57992 -2.88415 -0.72844 -0.613
H 3.60373 -5.05015 0.21488 0.451
H 1.97698 -4.82901 -0.50767 0.331
H 2.46470 -3.87437 0.89166 0.105
```



What relative energy (zero: lowest compared OMol25 entry of this formula, charge and spin) values result from the calculations? In sequence: 9.6, 0.0 kJ/mol.